# 1
181
Properties=species:S:1:pos:R:3:forces:R:3:lowdin_charge:R:1 method="wB97M-V/def2-TZVPD" orbital_gap_ev=4.8 total_charge=+5 de_lowest_ev=1.0537 homo_energy_ha=-0.67632 energy_ha=-3016.2635 lumo_ev=-13.6
O 1.408 15.993 11.771 -3.31 1.71 -0.14 -0.039
O 4.038 17.268 4.771 0.89 -3.76 6.98 0.190
O -1.251 16.667 14.202 1.13 -5.25 7.44 0.140
O 5.156 9.483 15.524 -2.26 5.35 -7.34 0.186
O 3.481 15.671 12.215 3.37 0.23 0.48 -0.005
O 10.662 16.574 11.715 -9.47 -0.34 -0.79 0.208
O 2.415 14.418 10.744 0.26 -2.31 -1.69 0.089
N -2.935 17.515 9.837 -0.67 2.73 -0.65 -0.219
N 2.761 19.950 11.655 -0.34 0.49 -1.67 -0.220
N 4.198 16.523 5.866 -1.40 2.31 -7.09 0.110
N 9.262 16.541 11.513 9.06 2.26 -0.82 0.187
N 4.892 10.317 14.415 4.08 -4.27 6.81 0.158
N -1.057 15.990 15.409 1.20 6.42 -5.69 0.171
C -0.592 14.000 16.865 0.55 1.05 0.15 -0.094
C -2.377 19.289 11.477 -0.01 1.19 -0.42 -0.131
C 8.985 16.673 8.926 0.54 1.41 2.03 0.042
C 6.659 16.202 5.322 -0.11 0.91 0.14 -0.010
C 3.427 20.117 14.143 0.21 -1.12 -0.36 -0.141
C -1.321 16.904 16.627 -2.81 -0.71 2.07 -0.396
C 2.343 21.684 10.051 1.09 1.41 -1.12 -0.169
C 8.754 17.798 13.695 1.70 -0.14 -0.27 -0.001
C -0.477 14.898 18.109 -0.78 -0.11 -0.43 -0.152
C 2.505 19.456 13.080 1.19 1.21 -0.27 -0.080
C 3.960 18.041 15.673 0.61 0.05 -0.51 -0.093
C 5.600 14.785 7.180 -1.35 0.77 -0.84 -0.087
C 2.366 17.738 7.031 -0.02 0.56 0.93 -0.025
C -0.175 14.745 15.514 -3.72 -2.33 -0.28 -0.419
C 3.334 19.456 15.578 -0.31 -0.14 -0.77 -0.187
C 4.309 12.520 13.523 1.75 -0.18 -0.89 -0.126
C -0.659 13.835 14.350 0.26 0.14 -0.96 -0.013
C -0.212 17.943 16.814 1.37 -0.43 -0.61 0.004
C 4.438 10.614 11.907 0.75 1.54 1.23 -0.099
C 1.289 14.964 15.407 1.23 0.55 0.27 0.009
C 4.048 19.396 10.946 -1.33 -0.40 1.33 0.077
C 9.647 14.529 10.064 1.13 -0.22 0.78 -0.019
C 2.719 21.464 11.477 0.61 -0.26 0.83 -0.101
C 1.535 19.571 10.820 -0.17 0.02 -1.15 -0.107
C -2.701 17.609 16.415 0.76 1.37 -1.07 -0.019
C -3.468 18.406 12.082 0.79 0.71 -0.36 -0.137
C 4.895 14.494 4.630 0.39 -0.07 0.38 0.031
C 8.393 17.625 12.227 -1.23 -0.66 0.82 -0.459
C 3.440 15.594 8.104 -1.11 -0.25 -0.28 -0.127
C 2.969 16.358 6.804 0.55 0.06 -0.01 -0.372
C 4.286 8.339 13.082 -0.68 -0.26 0.93 -0.012
C 8.324 18.967 11.523 1.06 1.02 -0.58 0.006
C 6.493 16.602 10.885 -0.11 -1.11 -0.60 -0.169
C 5.002 9.681 13.018 -0.76 -0.70 -1.06 -0.416
C 5.113 11.815 14.713 -3.22 1.51 -2.37 -0.396
C -3.309 17.166 11.278 -0.14 -1.87 -0.43 -0.115
C 4.276 12.304 15.920 1.78 -1.41 1.08 -0.019
C -2.070 18.772 10.037 1.06 -0.92 1.58 -0.084
C 4.256 14.352 7.836 0.78 0.32 -0.82 -0.155
C 6.614 12.168 14.762 0.67 -0.62 1.39 0.012
C -4.184 18.007 9.062 0.50 -1.73 0.13 0.055
C -1.283 13.136 9.370 -1.40 -0.24 2.24 -0.076
C 2.477 15.422 11.581 0.65 1.62 2.64 -0.956
C -2.237 16.414 8.961 -0.38 0.29 1.17 -0.067
C -1.511 15.992 17.915 0.03 0.51 -0.87 -0.122
C 7.334 15.410 10.441 0.15 0.34 -0.71 -0.133
C 7.011 17.069 12.239 -1.47 -1.03 -0.35 -0.151
C 4.895 12.083 12.167 -0.76 -0.08 -0.85 -0.176
C 6.524 9.422 12.741 0.30 1.06 0.78 0.022
C -1.053 15.681 9.627 -1.88 0.10 0.85 -0.174
C 8.827 15.799 10.248 -1.35 -1.74 -0.67 -0.408
C 1.898 15.526 6.018 0.58 -0.10 -0.86 0.021
C 1.587 20.492 9.566 -0.97 -1.07 0.80 -0.136
C -1.513 14.352 10.355 1.94 -0.23 -1.56 -0.212
C 5.354 15.529 5.751 0.40 -1.60 0.87 -0.374
H -4.211 16.562 11.369 0.03 -0.25 -0.73 0.149
H 7.169 14.494 11.007 0.35 0.23 0.67 0.122
H 0.037 13.114 16.946 0.03 0.03 -0.19 0.130
H 3.947 16.132 8.905 -0.03 0.86 -0.38 0.115
H 4.330 13.593 13.709 0.46 0.08 -0.21 0.106
H -2.734 20.317 11.410 -0.01 0.03 -0.03 0.122
H 1.811 17.638 7.964 -0.23 0.01 0.07 0.081
H -1.487 19.365 12.103 0.12 -0.42 -0.09 0.097
H 4.019 13.883 4.849 0.00 0.31 0.32 0.076
H -4.437 18.893 11.970 -0.06 -0.30 0.04 0.133
H 6.797 13.243 14.754 -0.45 0.04 -0.69 0.103
H 4.723 10.301 10.902 0.29 -0.44 0.30 0.137
H 9.315 19.398 11.374 0.06 -0.10 -0.41 0.115
H -3.283 18.193 13.135 -0.17 0.05 -0.06 0.109
H 7.985 18.293 14.289 -0.04 0.37 -0.58 0.106
H -1.069 18.343 9.999 0.25 0.46 -0.04 0.094
H 5.475 16.215 10.848 -0.28 0.35 0.83 0.087
H -0.856 14.244 11.219 0.12 -0.14 0.04 0.064
H 6.121 15.557 7.746 -0.34 0.12 0.45 0.076
H 4.867 11.857 16.720 -0.81 0.20 0.91 0.092
H 6.554 17.284 10.037 0.05 0.70 0.37 0.098
H 4.768 14.913 3.632 0.08 0.43 0.23 0.111
H 4.401 13.763 8.741 0.15 0.33 0.19 0.112
H 10.710 14.755 9.974 -0.01 0.03 0.03 0.098
H 3.692 21.878 11.740 -0.15 0.03 0.14 0.147
H -3.919 18.105 8.009 0.07 -0.02 0.12 0.112
H -2.476 16.546 11.608 0.06 0.16 0.29 0.113
H 9.680 18.374 13.670 0.05 -0.02 0.85 0.107
H 1.683 15.583 16.213 -0.01 0.25 -0.19 0.084
H 6.310 13.959 7.181 -0.06 -0.05 -0.95 0.132
H 2.513 15.241 8.557 -0.14 0.30 0.04 0.103
H 1.003 15.349 6.614 0.38 -0.15 0.42 0.097
H 3.318 21.201 14.107 -0.51 -0.03 0.54 0.112
H 1.644 15.276 14.424 -0.21 0.36 -0.03 0.092
H 8.588 16.261 7.999 0.24 -0.73 0.46 0.090
H 2.664 18.385 12.951 -0.64 -0.22 0.63 0.120
H -3.077 15.740 8.793 0.23 -0.12 -0.51 0.136
H 1.942 21.891 12.111 0.13 -0.33 0.38 0.149
H 4.210 19.783 9.940 -0.31 0.47 0.33 0.107
H 6.982 15.104 9.456 0.22 0.07 -0.12 0.091
H 3.222 8.448 13.291 -0.12 0.37 -0.03 0.099
H -4.617 18.949 9.398 0.26 -0.27 0.48 0.121
H 1.456 14.453 10.761 -0.95 -1.03 -1.14 0.084
H 3.668 13.691 7.199 0.31 -0.12 -0.33 0.116
H 9.419 13.904 9.201 -0.55 0.57 -0.21 0.111
H 1.752 22.597 9.983 0.11 -0.02 -0.09 0.139
H 10.049 16.908 8.901 0.02 -0.12 -0.62 0.108
H 7.353 11.612 14.186 -0.69 0.26 -0.98 0.081
H 8.487 17.631 9.067 -0.04 0.05 -0.05 0.068
H 3.355 10.733 11.893 -0.14 -0.74 0.26 0.124
H 4.447 19.998 13.778 0.36 -0.28 0.18 0.096
H 3.687 17.481 16.568 -0.10 0.35 0.17 0.070
H 5.046 17.988 15.601 0.23 0.57 0.35 0.063
H 7.391 15.423 5.108 -0.17 0.10 -0.37 0.115
H 4.285 13.385 16.062 0.40 -0.04 -0.45 0.097
H 0.593 19.818 11.309 0.48 0.18 0.78 0.106
H 7.058 10.344 12.513 -0.26 0.14 -0.21 0.068
H 2.305 19.296 15.899 -0.37 0.35 -0.40 0.076
H -1.687 16.599 18.803 0.59 0.49 -0.18 0.143
H 7.707 19.036 10.627 0.43 -0.52 -0.23 0.080
H 1.523 16.039 5.133 0.31 0.50 0.07 0.106
H -0.393 14.250 13.378 0.72 0.12 0.08 0.055
H 5.721 13.784 4.580 0.11 0.05 -0.01 0.108
H -0.578 16.358 10.337 0.24 -0.07 0.09 0.073
H -0.379 18.608 17.661 -0.52 -0.33 0.07 0.125
H 7.019 16.196 12.892 -0.25 -0.17 0.11 0.134
H -2.108 13.056 8.662 0.67 0.48 -0.83 0.082
H -2.521 14.317 10.769 -0.16 0.39 -0.40 0.107
H 8.891 16.848 14.212 0.35 -0.11 -0.23 0.105
H -0.834 14.366 18.992 0.42 -0.32 0.00 0.135
H 3.703 17.393 14.835 -0.66 0.11 -0.26 0.050
H -4.824 17.136 9.201 -0.69 0.53 -0.37 0.111
H -1.721 13.667 14.171 -0.28 0.15 1.07 0.102
H 2.003 19.975 8.702 -0.06 0.33 0.01 0.090
H 3.239 12.313 13.513 -0.01 -0.55 0.38 0.120
H 4.660 7.776 13.937 0.22 -0.33 -0.40 0.094
H -3.111 18.227 17.214 0.61 -0.68 0.93 0.113
H 3.217 21.845 9.419 0.09 0.18 0.12 0.127
H 0.011 18.573 15.953 -0.57 -0.07 -0.29 0.082
H -2.504 15.556 17.803 0.02 -0.44 -0.19 0.125
H 6.645 8.773 11.874 -0.27 -0.26 0.34 0.118
H 5.956 12.297 12.045 0.25 -0.43 0.50 0.097
H -0.319 15.475 8.849 -0.02 -0.22 0.07 0.095
H -2.149 19.597 9.329 -0.51 -0.69 -0.49 0.139
H 4.313 7.757 12.160 0.56 0.23 0.01 0.116
H 1.497 19.849 13.208 -0.20 -0.85 0.45 0.129
H -0.200 12.852 14.463 0.08 0.09 0.03 0.105
H 6.420 17.816 12.769 -0.31 -0.02 -0.31 0.121
H 1.681 18.130 6.279 0.15 -0.51 -0.25 0.105
H 7.013 9.076 13.652 -0.10 -0.67 -0.23 0.105
H 4.486 12.596 11.296 -0.44 0.61 0.35 0.093
H 2.309 14.607 5.598 -0.22 -0.18 0.56 0.075
H 3.882 18.322 10.864 0.11 -0.10 0.20 0.089
H 1.732 13.986 15.594 -0.16 -0.18 -0.05 0.090
H 0.581 20.866 9.376 -0.10 -0.65 -0.49 0.120
H 3.234 11.985 15.941 0.24 -0.36 -0.20 0.091
H -1.520 12.244 9.949 0.20 -0.23 0.29 0.072
H 7.850 19.713 12.161 -0.04 -0.42 0.67 0.110
H 7.112 16.837 6.083 -0.23 -0.24 0.64 0.077
H -3.550 17.025 16.059 0.44 -0.35 -0.18 0.102
H -1.630 13.672 16.823 0.03 -0.10 -0.35 0.132
H 6.545 16.941 4.530 -0.10 -0.67 -0.58 0.101
H 4.882 19.597 11.618 -0.04 0.08 -0.23 0.090
H 3.076 18.545 7.212 0.41 -0.24 -0.03 0.087
H -1.904 16.916 8.052 -0.45 0.12 0.03 0.132
H 3.688 20.200 16.292 0.50 -0.35 0.05 0.117
H -0.251 12.968 9.062 -0.23 0.52 -0.57 0.070
H 1.463 18.500 10.630 0.53 -0.13 0.10 0.114
H 0.535 15.255 18.298 -0.03 0.07 0.01 0.117
H 7.065 11.918 15.722 -0.69 -0.22 0.69 0.102
H 0.735 17.435 16.995 0.04 -0.08 0.28 0.072
H -2.452 18.430 15.742 -0.50 -0.16 -0.76 0.071
H 9.530 13.871 10.925 0.04 0.05 0.16 0.097


# 2
93
Properties=species:S:1:pos:R:3:forces:R:3:lowdin_spin:R:1 method="wB97M-V/def2-TZVPD" spin_multiplicity=4 orbital_gap_ev="6.8 / 6.2" total_charge=+2 s2=3.77 de_lowest_ev=0.0833 homo_energy_ha="-0.47386 / -0.47408" energy_ha=-6109.7741 lumo_ev="-6.1 / -6.7"
Re 0.438 -1.133 0.428 -0.29 -0.12 0.79 2.305
I -0.166 -3.357 2.000 -0.08 -0.06 0.17 0.011
Br -4.264 4.397 -1.388 0.01 -0.01 0.01 0.000
S -2.090 -4.040 -3.912 -0.07 -0.05 -0.02 0.000
S 0.953 2.832 4.627 -0.03 0.05 0.02 0.000
O 4.542 1.110 1.449 -0.01 0.06 0.08 0.002
O -0.016 -0.893 -3.015 -0.05 0.05 -0.07 0.002
O 2.020 2.354 0.484 -0.03 0.08 -0.06 0.011
O 1.212 0.461 -0.311 -0.26 0.18 -0.55 0.168
O 1.632 -2.192 -0.654 -0.07 -0.36 -0.25 0.201
N -0.812 0.161 1.609 -0.08 0.13 -0.02 0.008
N -0.674 -0.939 -5.187 -0.09 0.02 -0.05 0.000
N 2.031 -1.147 1.794 0.08 -0.01 -0.06 0.021
N 1.062 0.420 -4.529 -0.09 -0.07 -0.03 0.000
N 4.541 -1.408 -2.592 -0.04 -0.03 0.00 0.002
N -1.487 -1.359 -0.471 0.18 -0.02 -0.08 0.030
C 1.109 1.782 -0.067 0.17 0.01 0.35 0.019
C -3.761 -0.569 -0.424 0.14 0.01 0.06 0.001
C 2.201 -0.978 5.505 -0.01 0.00 0.02 0.000
C -4.060 -1.449 -1.473 0.11 -0.07 -0.04 0.022
C -0.162 2.432 -0.465 0.04 0.06 -0.05 0.004
C -1.792 -2.199 -1.446 0.01 0.06 -0.16 0.029
C 0.756 4.178 5.655 -0.04 -0.01 -0.01 -0.002
C -1.341 3.953 4.720 0.08 -0.11 -0.03 -0.002
C -4.587 -3.638 -3.536 0.14 0.01 0.02 -0.002
C -0.511 4.675 5.607 0.07 -0.01 0.02 0.000
C 1.261 -1.936 5.852 0.00 0.00 0.01 -0.001
C 2.001 0.987 -3.584 0.03 0.06 0.03 0.001
C -0.400 1.004 2.546 -0.10 -0.02 0.08 0.020
C -2.457 -0.580 0.071 -0.14 0.06 0.09 0.011
C 2.724 -2.875 -3.223 -0.04 -0.03 -0.04 0.002
C 5.175 -0.585 -1.752 0.11 0.09 0.06 0.014
C -1.230 1.983 3.121 -0.03 -0.08 -0.04 0.000
C -3.364 -3.246 -3.058 -0.08 -0.02 -0.05 0.001
C 3.247 -1.021 1.376 0.08 -0.04 -0.11 0.020
C -4.490 -4.574 -4.593 0.06 -0.03 -0.03 0.000
C -0.691 2.911 4.109 -0.03 0.09 0.03 0.000
C 1.792 -1.398 3.179 -0.06 -0.01 0.08 0.003
C -1.006 1.860 -1.414 0.05 0.00 -0.01 0.001
C 4.778 -0.367 -0.449 -0.06 -0.04 -0.05 0.000
C 0.840 -2.346 3.544 0.09 0.09 0.01 0.009
C 0.123 -0.492 -4.179 0.14 0.09 -0.01 0.000
C -2.581 3.624 -1.044 0.01 -0.02 0.00 0.001
C 3.605 -1.004 -0.029 0.07 -0.11 -0.12 0.020
C -3.003 1.175 1.685 0.10 -0.11 -0.05 0.001
C -4.335 1.196 1.146 0.00 0.00 -0.03 -0.002
C -2.546 2.036 2.689 0.08 -0.02 0.01 0.020
C -4.699 0.359 0.149 0.02 0.01 0.02 -0.002
C 2.857 -1.740 -0.960 0.21 0.13 -0.04 0.023
C 5.457 0.603 0.488 0.06 0.07 -0.04 0.000
C -1.730 4.223 -0.123 -0.04 0.01 -0.04 0.000
C -2.088 0.260 1.158 -0.08 0.00 -0.10 0.013
C 0.566 -2.630 4.868 0.01 0.01 -0.02 0.000
C -3.200 -4.880 -4.901 -0.02 0.03 0.02 -0.002
C -0.512 3.630 0.155 0.02 -0.05 0.02 0.001
C 2.469 -0.701 4.173 -0.05 -0.05 -0.04 -0.001
C -2.217 2.462 -1.712 -0.04 0.04 0.02 0.000
C -3.090 -2.299 -1.982 -0.02 0.10 0.06 0.000
C 3.408 -1.988 -2.234 0.03 0.05 0.17 0.014
H 1.072 0.766 -5.474 0.01 -0.02 0.00 0.000
H -2.839 -5.561 -5.655 0.00 -0.01 -0.02 0.000
H -0.971 -2.777 -1.847 -0.03 -0.04 0.02 0.001
H -0.440 -0.773 -6.151 0.01 0.00 0.00 0.000
H 5.912 1.411 -0.092 0.02 -0.04 0.01 0.000
H -3.230 2.763 3.106 -0.02 0.02 0.01 0.001
H -5.044 1.905 1.551 -0.02 0.01 0.01 0.000
H -2.020 5.144 0.364 0.00 0.01 0.01 0.000
H 2.997 1.015 -4.024 -0.01 0.01 0.01 0.000
H 1.714 1.999 -3.286 0.01 -0.01 0.00 0.000
H 2.725 -0.432 6.276 0.01 0.00 0.01 0.000
H -5.341 -5.005 -5.097 -0.02 -0.02 -0.02 0.000
H 1.057 -2.146 6.892 -0.01 -0.01 0.01 0.000
H -0.170 -3.373 5.139 -0.01 -0.02 0.00 0.000
H 2.170 -3.670 -2.729 -0.01 -0.03 0.01 0.001
H 0.634 0.914 2.850 0.03 0.02 0.01 0.000
H 2.025 0.352 -2.703 -0.01 0.02 0.01 0.000
H 2.018 -2.299 -3.821 -0.02 -0.01 0.01 0.000
H -0.707 0.957 -1.932 0.01 -0.07 -0.01 0.000
H 3.886 1.684 1.020 -0.02 0.02 -0.05 0.000
H -5.704 0.387 -0.248 -0.03 0.00 0.00 0.000
H 3.185 0.064 3.897 0.02 0.02 -0.02 0.000
H -1.266 -1.728 -4.987 0.02 0.01 0.01 0.000
H -0.839 5.526 6.183 0.00 0.03 0.02 0.000
H -5.529 -3.289 -3.142 -0.03 0.01 0.02 0.000
H 6.051 -0.089 -2.153 0.02 0.03 0.02 0.001
H -5.058 -1.450 -1.892 -0.03 0.00 -0.01 0.001
H -2.876 2.036 -2.456 -0.01 -0.01 -0.01 0.000
H 3.472 -3.300 -3.888 0.00 -0.01 0.00 0.000
H 6.259 0.121 1.052 -0.03 -0.03 0.00 0.000
H 1.586 4.532 6.242 0.03 0.02 0.02 0.000
H 0.168 4.078 0.869 0.02 0.01 0.00 0.000
H 4.044 -1.068 2.110 0.00 -0.04 -0.04 0.001
H -2.377 4.203 4.550 -0.04 0.01 -0.01 0.000


# 3
10
Properties=species:S:1:pos:R:3:forces:R:3:nbo_charge:R:1 method="wB97M-V/def2-TZVPD" orbital_gap_ev="10.2 / 9.3" de_lowest_ev=6.4306 homo_energy_ha="-0.36360 / -0.33920" energy_ha=-523.9193 lumo_ev="0.3 / 0.0"
F 1.133 1.920 0.971 0.08 -0.43 0.74 -0.209
F -1.692 0.763 -1.004 0.17 0.13 0.00 -0.259
F -1.809 0.862 1.101 0.22 -0.10 0.24 -0.231
O 0.715 -0.135 0.549 0.28 -0.53 2.38 -0.352
N 0.681 1.059 0.034 -1.12 0.02 -2.53 0.319
N -1.305 1.561 0.054 0.30 0.01 -0.20 0.366
C 0.601 -1.307 -0.298 1.19 1.43 -2.01 -0.271
H -0.031 -1.982 0.207 -0.68 -0.65 0.83 0.207
H 1.663 -1.761 -0.370 -1.84 0.86 -0.44 0.209
H 0.043 -0.980 -1.243 1.41 -0.74 1.00 0.221


Sequential max |F| output: 0.185, 0.017, 0.054 Eh/bohr